Below is 9 unconnected molecules or ions with the total composition C26H38Cl14N2O4 at a distorted geometry, with properties calculated with the ωB97M-V functional and the def2-TZVPD basis.

The geometry in XYZ format:
```
84
Properties=species:S:1:pos:R:3:forces:R:3
Cl -9.492750 -3.083504 -2.915463 -0.4 -0.2 -0.5
Cl -7.123804 -4.197386 -6.234666 0.8 -0.3 -1.2
Cl 4.789563 3.575460 9.073299 0.3 0.2 1.0
Cl -1.110290 -9.535608 -0.494643 0.3 -0.1 0.6
Cl 5.102200 8.665222 -3.510515 -0.1 -0.1 -0.1
Cl -2.516722 -12.705848 -1.077902 0.4 0.1 -0.2
Cl 3.017626 -7.706124 6.959238 0.2 -0.2 -0.4
Cl 3.938849 0.837597 10.288060 -0.3 -0.5 0.2
Cl 0.729853 -9.120367 8.705277 -0.6 -1.2 0.8
Cl 10.396884 4.247165 -7.460729 0.4 -1.2 0.3
Cl -2.885591 5.287888 -7.965801 0.3 1.8 -0.9
Cl 3.038072 10.627188 -6.708454 0.0 0.3 -0.5
Cl 8.118428 2.626062 -5.667384 1.2 -0.8 -0.3
Cl -5.385253 3.827500 -5.996858 -0.9 0.7 0.5
O -0.813382 -0.476818 -2.137301 1.0 0.1 1.4
O -1.260566 -1.857293 -0.582078 0.7 0.1 0.8
O -2.765382 1.064022 6.285315 -0.2 0.8 -1.2
O -3.432823 -0.592025 5.114373 -0.1 2.2 -1.0
N -0.592983 -0.931257 -1.001087 -1.5 0.0 -2.2
N -3.259743 0.640850 5.246496 -0.1 -2.1 1.5
C -4.556129 1.135715 3.166751 0.2 -0.2 2.1
C 0.450871 -0.327537 -0.182480 0.7 0.1 1.3
C -2.977386 -11.148374 -1.802020 0.2 1.1 -0.3
C -8.402756 -3.069034 -4.369632 0.4 1.7 2.2
C 2.145001 1.352204 0.191442 -0.5 -1.2 -0.1
C 2.507686 0.679228 1.364658 0.4 1.6 -0.6
C 10.681504 2.526792 -6.903656 -0.2 0.1 0.2
C 3.873971 9.606779 -4.420780 0.3 -0.5 -0.1
C -2.902756 3.827787 -7.089887 -0.7 -2.3 -0.1
C 3.705151 2.294689 11.271888 1.1 0.9 -0.3
C 0.347933 -7.828187 7.611378 0.0 0.6 -0.7
C 4.174004 9.519938 -5.934017 -0.3 -0.6 0.9
C -4.316890 3.189015 -7.218020 0.9 -1.2 0.7
C 0.772557 -0.910192 1.066596 -0.9 -0.7 -1.7
C -3.739227 1.592715 4.208724 1.2 1.5 -1.0
C -5.113358 2.079702 2.340346 -0.1 -0.8 -0.9
C 9.383405 1.771494 -6.705052 -1.3 0.0 -0.8
C 1.121359 0.810517 -0.600704 0.5 0.5 0.0
C -7.938387 -4.434865 -4.699222 -0.4 -0.5 -0.7
C 4.885150 3.287107 10.867731 -1.3 -0.5 0.3
C 1.566838 -6.960601 7.628063 0.3 1.4 0.3
C 1.817141 -0.419636 1.797919 0.2 -0.2 0.5
C -1.800919 -10.082138 -2.021919 -1.4 -0.8 0.1
C -3.251462 2.964056 4.190021 -0.4 -1.1 0.0
C -4.662629 3.363806 2.316355 0.0 0.7 -0.2
C -3.667112 3.832798 3.184184 -1.5 -0.9 0.0
H 8.832275 1.581924 -7.626157 0.2 0.8 -0.4
H -2.535433 3.978906 -6.074840 -0.7 0.1 0.1
H 2.905121 9.145381 -4.229591 0.1 -0.1 -0.1
H -7.620401 -2.443631 -3.939630 0.5 -0.3 -0.4
H 2.650190 2.216470 -0.213799 0.2 0.1 0.4
H -2.578687 3.371742 4.929997 0.0 -0.5 0.3
H 3.315699 1.045204 1.980751 0.1 0.1 -0.1
H -2.177170 -9.151970 -2.447736 -0.4 -0.4 -0.2
H 11.297955 1.993861 -7.627587 -0.3 0.2 -0.4
H -3.473487 4.893282 3.118783 0.7 -0.1 0.4
H -8.784794 -5.094539 -4.890353 0.1 -0.1 0.2
H 1.438265 -5.980112 7.169570 -0.2 -0.2 -0.5
H 4.847608 4.245736 11.385157 -0.5 0.1 -0.2
H 2.157205 -0.864481 2.721434 -0.3 -0.3 0.0
H 3.693538 2.005937 12.322888 0.5 0.1 0.0
H 0.934803 1.326470 -1.530968 -0.4 -0.3 -0.1
H 11.301013 2.502103 -6.007161 -0.3 0.6 0.2
H -4.309501 2.123966 -6.986239 0.6 -0.1 0.2
H 0.245075 -1.819377 1.314672 -0.1 0.1 0.3
H -0.981272 -10.410500 -2.661039 -0.2 -0.4 0.2
H -5.162982 3.983531 1.586983 0.3 0.5 0.0
H -3.546473 -11.351858 -2.709121 0.7 -0.1 -0.4
H 3.830749 10.582469 -3.936776 0.3 0.2 -0.7
H -8.773524 -2.449857 -5.186484 -0.7 -0.7 0.0
H -4.866805 0.101468 3.151976 0.1 -0.1 0.0
H -3.781491 -10.792081 -1.158138 0.5 0.6 0.3
H -4.807044 3.172260 -8.191453 0.4 0.9 -0.1
H 5.862085 2.893523 11.148425 -0.2 -0.4 -0.5
H 5.205132 9.643117 -6.265233 -0.1 0.8 0.4
H 2.701154 2.677407 11.088518 0.3 0.3 -0.4
H 9.520871 0.719044 -6.456961 0.4 0.3 1.2
H 0.076871 -8.251688 6.644283 0.3 0.1 0.0
H -2.191230 3.119201 -7.513829 0.0 0.1 -0.3
H 1.809417 -6.717909 8.662653 -0.1 -0.2 0.0
H -5.868440 1.778777 1.629215 0.0 -0.1 0.0
H -7.204945 -4.905027 -4.044164 -0.4 0.3 0.3
H -0.500577 -7.223089 7.930719 0.0 -0.2 0.4
H 3.943486 8.507839 -6.266609 -0.3 0.0 0.1
```
Positions in Å, forces in eV/Å.

The relative energy (zero: lowest compared OMol25 entry of this formula, charge and spin) comes out at 45.4 kcal per mole. Its lowest unoccupied orbital energy is -0.0258 Ha. The structure (SMILES) is O=[N+]([O-])c1ccccc1.O=[N+]([O-])c1ccccc1.ClCCCl.ClCCCl.ClCCCl.ClCCCl.ClCCCl.ClCCCl.ClCCCl. The HOMO-LUMO gap is 9.5 eV.

Atom-resolved charges from Mulliken, all expressed in e: -0.216, -0.202, -0.171, -0.174, -0.208, -0.176, -0.174, -0.168, -0.165, -0.175, -0.166, -0.192, -0.183, -0.183, -0.589, -0.587, -0.549, -0.572, 0.968, 0.889, -0.322, 0.020, -0.457, -0.547, -0.514, -0.325, -0.361, -0.453, -0.364, -0.418, -0.317, -0.394, -0.460, -0.291, 0.156, -0.518, -0.522, -0.164, -0.269, -0.441, -0.532, -0.525, -0.395, -0.227, -0.187, -0.578, 0.300, 0.315, 0.299, 0.295, 0.379, 0.408, 0.361, 0.265, 0.289, 0.363, 0.278, 0.325, 0.307, 0.389, 0.296, 0.424, 0.298, 0.256, 0.454, 0.311, 0.340, 0.321, 0.334, 0.371, 0.447, 0.303, 0.350, 0.304, 0.340, 0.291, 0.354, 0.289, 0.252, 0.317, 0.349, 0.290, 0.257, 0.274

Below is 8 unconnected molecules or ions with the total composition C26H38Cl4F2O4 at a distorted geometry, with properties calculated with the ωB97M-V functional and the def2-TZVPD basis.

The geometry in XYZ format:
```
74
Properties=species:S:1:pos:R:3:forces:R:3
Cl -4.543791 0.396098 0.904016 0.0 0.1 -0.1
Cl 5.069261 -0.062502 1.438929 0.1 0.0 0.1
Cl -3.622678 -1.058266 3.275800 0.1 0.1 -0.1
Cl 5.390413 -0.209971 -1.457374 -0.1 -0.1 -0.1
F -0.830220 -4.840852 0.847088 0.3 0.1 0.2
F -1.234878 0.241000 -1.223986 0.2 0.1 0.1
O -3.360869 4.109661 3.359777 0.2 -0.4 0.7
O 3.676307 -3.415675 1.501334 0.0 1.7 1.1
O -1.096479 6.048049 1.470654 -1.0 0.4 0.6
O 2.040581 -2.159566 -2.749436 -0.4 0.3 0.1
C 4.334927 -5.629774 1.081867 -0.2 -0.2 -0.1
C 0.962617 4.905576 1.697843 0.6 0.3 -0.1
C -4.119490 0.514229 2.609311 0.1 -0.2 0.4
C 1.776283 0.151135 -3.382874 -0.1 -0.3 0.7
C 0.304571 -0.597243 0.352986 0.4 -0.2 0.0
C 2.773166 -4.336400 -0.475183 -0.1 0.3 0.3
C -0.105836 5.637304 0.938133 0.5 -0.8 -0.5
C 0.627901 0.560584 2.446715 0.1 -1.2 -0.1
C -2.449543 -3.153352 -1.874039 0.3 0.0 -0.4
C -0.959716 1.393766 0.820073 -0.3 0.1 0.2
C 1.878056 -1.331465 -3.618399 0.5 -0.3 -0.4
C -0.612682 0.351344 -0.022627 -0.4 0.3 0.3
C 4.890101 -1.074026 0.003224 -0.3 0.0 0.1
C 3.598078 -4.356057 0.775682 0.1 -1.1 -0.5
C -2.323648 -4.109327 -2.881932 -0.4 0.5 0.5
C -4.367837 6.242183 3.146456 0.7 0.9 -0.4
C -0.375801 1.446874 2.080257 0.8 0.5 0.2
C -1.259980 -4.551345 -0.396789 0.0 -0.7 0.2
C 0.955579 -0.486302 1.590656 -0.3 0.0 -1.0
C -4.075010 4.595015 1.181687 0.4 -1.0 0.3
C -1.859034 -3.340577 -0.632112 -0.8 0.2 0.0
C -1.687592 -5.308551 -2.603286 0.1 -0.2 -0.3
C -1.177940 -5.559946 -1.340128 0.0 0.3 -0.1
C -3.920889 4.909042 2.657699 -0.3 0.1 -0.8
C 2.013826 -1.752478 -5.078818 0.2 0.3 0.7
C 0.099304 5.845727 -0.542254 0.4 -0.4 0.1
H 2.692265 0.579679 -3.793952 -0.2 0.3 -0.2
H 5.479756 -1.972735 0.107142 0.3 0.1 0.1
H -0.572845 2.255959 2.777017 -0.4 0.0 -0.2
H 5.164287 -5.702457 0.375842 -0.1 -0.3 -0.1
H -0.771709 -6.528382 -1.087821 0.2 0.1 0.1
H -3.756938 3.554693 1.120241 0.2 -0.1 -0.2
H 1.321932 4.015171 1.181289 -0.2 -0.1 0.0
H 3.618682 -6.443213 0.952605 0.3 -0.3 -0.2
H -4.376389 6.303314 4.229237 -0.4 -0.1 0.0
H 1.834467 5.575014 1.733213 -0.1 -0.1 0.1
H -1.579218 -6.076713 -3.360772 -0.2 0.1 0.0
H 4.725581 -5.660565 2.092899 0.0 0.2 0.1
H -2.042899 -2.639837 0.172537 0.3 0.0 0.0
H -4.981600 0.822004 3.184937 -0.1 0.1 -0.1
H 1.724275 -1.229618 1.781816 -0.1 0.2 0.4
H 1.594321 -1.047537 -5.791470 -0.1 0.0 0.0
H 1.740731 0.395131 -2.322223 0.0 -0.2 0.1
H 0.645880 4.673136 2.709110 -0.1 0.0 0.0
H 1.121192 0.564843 3.410657 -0.1 0.4 0.0
H 2.296950 -3.366426 -0.573426 0.1 0.1 -0.2
H 0.573037 4.989119 -1.025256 -0.1 -0.1 0.1
H 0.513071 -1.394685 -0.350352 0.1 -0.1 0.1
H -3.344594 5.196944 0.638806 -0.4 0.2 -0.2
H 1.974030 -5.065051 -0.367618 0.0 -0.3 -0.3
H 1.613328 -2.753508 -5.194138 0.1 -0.1 -0.2
H 0.870959 0.540707 -3.843813 0.2 0.2 -0.3
H -5.084197 4.590179 0.773224 0.0 0.7 0.1
H 3.103712 -1.743680 -5.203222 -0.1 -0.3 -0.3
H -2.839917 -3.892705 -3.808639 0.3 -0.3 -0.2
H -3.022487 -2.258158 -2.082801 0.1 0.1 0.1
H 3.846444 -1.351501 -0.059103 -0.1 0.1 -0.2
H -0.872070 6.020327 -0.991016 0.1 0.4 -0.2
H -3.590361 6.950454 2.814462 0.1 -0.2 0.1
H -5.242833 6.623519 2.622752 -0.4 -0.3 0.4
H -3.305373 1.217513 2.732524 0.1 0.0 -0.1
H 0.811851 6.666600 -0.655797 -0.3 0.2 -0.2
H 3.416428 -4.545117 -1.329500 -0.3 -0.1 -0.2
H -1.706807 2.123670 0.529661 0.0 -0.1 -0.1
```
Positions in Å, forces in eV/Å.

Its lowest unoccupied orbital energy is 0.0184 Ha. The structure (SMILES) is Fc1ccccc1.Fc1ccccc1.CC(C)=O.CC(C)=O.CC(C)=O.CC(C)=O.ClCCl.ClCCl. The HOMO-LUMO gap is 9.7 eV.

Atom-resolved charges from Mulliken, all expressed in e: -0.160, -0.168, -0.179, -0.196, -0.395, -0.400, -0.541, -0.486, -0.547, -0.466, -1.351, -1.189, 0.150, -0.914, -0.248, -0.412, 0.974, -1.091, -0.349, -0.504, 0.835, -0.004, 0.429, 0.787, -0.673, -1.242, -0.450, 0.523, -0.418, -0.470, -0.644, -0.325, -0.430, 0.868, -1.314, -1.189, 0.346, 0.228, 0.602, 0.326, 0.478, -0.134, 0.287, 0.347, 0.339, 0.418, 0.377, 0.333, 0.615, 0.383, 0.575, 0.364, 0.115, 0.254, 0.451, -0.169, 0.335, 0.725, 0.145, 0.283, 0.346, 0.367, 0.419, 0.335, 0.432, 0.393, -0.303, 0.305, 0.267, 0.363, -0.200, 0.353, 0.365, 0.722

Below is 4 unconnected molecules or ions with the total composition C26H38ClN4O11S2 at a distorted geometry, with properties calculated with the ωB97M-V functional and the def2-TZVPD basis.

The geometry in XYZ format:
```
82
Properties=species:S:1:pos:R:3:forces:R:3
Cl 4.159538 -1.213023 0.230513 -0.3 -0.2 -0.2
S -2.256828 1.240001 0.796533 0.0 -0.5 0.3
S 0.107086 -5.582058 0.280733 0.2 0.0 0.1
O 7.268776 0.150751 -8.751064 0.0 0.0 0.0
O 1.152589 -1.106942 -3.506422 -0.1 -0.8 0.2
O 5.408190 -0.977106 -8.152924 0.2 0.0 0.2
O -3.842668 5.352234 3.497225 -0.3 0.0 -0.1
O 1.229151 2.875823 2.366241 -0.2 0.0 0.1
O -3.552009 6.225694 1.441748 0.1 -0.1 0.0
O -5.468049 5.163596 1.976225 0.3 -0.1 0.1
O 0.715372 1.446819 4.032263 0.0 -0.1 -0.1
O 0.147908 3.621606 4.175852 0.3 -0.2 -0.2
O -0.059318 -2.674578 -4.539612 -0.2 0.1 -0.1
O 6.899497 -0.388755 -6.593021 -0.2 0.0 0.0
N -1.462891 -3.288771 0.196445 -0.3 -0.5 -0.2
N -1.875241 -0.585165 -2.256332 -0.4 -0.7 0.4
N -2.897764 -1.402944 0.248386 1.2 0.1 0.2
N 1.651938 -3.390202 2.223489 0.0 0.3 0.3
C 0.528722 4.791025 3.422508 -0.4 0.5 -0.1
C 6.594961 -0.354392 -7.919569 0.1 0.1 -0.2
C 0.770892 4.200492 2.056250 0.2 0.0 -0.2
C -1.157124 -3.075273 2.662128 -1.1 -0.3 0.5
C -1.396040 -1.738130 -1.630965 0.5 0.0 -0.9
C 1.124358 -4.048113 3.442830 0.3 -1.0 -0.7
C -0.421394 -4.128349 3.517076 0.2 0.7 0.1
C 0.264123 -2.121898 -3.535797 -0.2 0.2 -0.1
C 3.517450 -1.689154 -6.798617 -0.1 -0.2 -0.4
C 2.196473 -1.308419 -2.526848 0.8 1.0 0.5
C 2.175822 -0.233284 -1.423039 0.3 -0.2 0.1
C -1.901864 -2.162763 -0.402753 -0.2 0.3 0.0
C -0.552148 5.844935 3.457332 0.0 0.0 0.5
C 0.698624 2.545134 3.575593 0.0 0.0 0.1
C -0.373050 -2.498220 -2.215870 0.2 -0.3 0.9
C 5.022167 -1.654007 -6.948847 -0.5 0.0 0.2
C -4.224779 5.639375 2.225289 0.0 0.1 -0.1
C -0.510292 -4.059353 -0.380347 -0.1 -0.6 -0.2
C -5.846248 4.316429 3.076833 -0.5 0.1 0.2
C -5.004104 4.880728 4.195775 0.2 -0.1 0.2
C -2.032491 -3.658543 1.510842 0.3 0.4 0.8
C 2.424875 -0.795290 -0.029443 -0.1 0.4 0.3
C -7.336060 4.372477 3.327466 -0.1 -0.1 -0.4
C -2.549037 -0.258984 0.572152 -0.8 0.6 -0.6
C 5.735085 -0.835348 -5.897802 0.2 0.0 0.2
C 0.052765 -3.657521 -1.577866 -0.1 0.4 -0.2
H -4.727213 4.129844 4.932348 0.2 0.0 0.0
H 3.096043 -2.490909 -7.404629 0.0 0.0 0.0
H -5.472893 5.726180 4.703947 -0.1 0.0 -0.1
H -0.992055 -6.194448 0.769562 0.0 0.4 -0.3
H -1.884665 -2.590916 3.321863 0.1 0.1 -0.1
H 2.313006 -2.679428 2.516228 -0.1 0.1 -0.2
H -5.539801 3.294740 2.833851 0.1 0.0 0.0
H 1.456166 5.180310 3.849701 0.1 -0.1 0.0
H 2.199182 -4.032255 1.665464 0.0 -0.1 0.1
H 1.525826 4.746094 1.494927 0.1 -0.2 0.0
H 1.495011 -5.079943 3.441322 0.0 0.1 0.2
H 3.137928 -1.209994 -3.070168 -0.2 -0.1 -0.1
H 1.828400 -1.679906 0.208435 0.1 0.0 -0.2
H -7.865821 3.726235 2.628023 0.0 0.0 0.0
H 2.206143 -2.307986 -2.087181 -0.3 0.0 -0.2
H -1.539238 5.391389 3.424659 0.0 0.0 -0.2
H 2.976711 0.479981 -1.633790 -0.2 0.1 0.0
H 1.241660 0.336599 -1.406716 -0.1 -0.2 -0.2
H 1.567071 -3.581180 4.322093 -0.3 0.1 0.0
H 5.423594 -2.670253 -6.990286 0.1 0.0 0.0
H 3.227528 -1.863566 -5.761039 0.1 0.0 0.0
H -7.575653 4.043820 4.338934 0.1 0.0 0.0
H -0.807482 -5.121436 3.273495 0.3 0.0 -0.1
H -0.697626 -3.970995 4.563744 0.0 0.0 -0.1
H -0.497745 6.412780 4.386227 0.0 0.0 0.0
H -0.501724 -2.284496 2.298069 0.1 -0.2 -0.1
H 5.161429 0.038978 -5.575866 -0.1 0.0 -0.1
H 2.193619 -0.046340 0.729515 0.1 0.0 -0.1
H 3.065374 -0.760234 -7.146051 0.1 0.1 0.1
H -0.136893 4.122577 1.451415 -0.1 0.1 0.1
H -2.142359 -4.737187 1.579304 0.2 0.0 -0.2
H -1.613375 -0.546651 -3.233179 0.0 0.2 0.0
H -7.715014 5.383074 3.177406 0.1 0.1 0.2
H -0.448971 6.544506 2.627861 0.0 0.0 0.0
H 0.831092 -4.249358 -2.042921 -0.2 -0.2 0.1
H 6.014970 -1.422773 -5.025019 0.2 0.0 0.0
H -3.041590 -3.262301 1.597377 0.1 0.1 -0.4
H -2.887587 -0.555069 -2.179540 0.1 0.4 0.0
```
Positions in Å, forces in eV/Å.

As for the total charge: +1. Its lowest unoccupied orbital energy is -0.1517 Ha. The HOMO-LUMO gap is 8.2 eV.

Atom-resolved charges from Mulliken, all expressed in e: -0.205, -0.252, -0.166, -0.500, -0.369, -0.359, -0.344, -0.268, -0.514, -0.346, -0.551, -0.359, -0.503, -0.346, 0.059, -0.483, -0.675, -0.372, 0.536, 0.566, -0.429, -0.509, 1.092, -0.876, -0.769, -0.544, -1.206, -0.339, -0.687, 0.025, -1.250, 0.640, 0.299, 0.523, 0.609, -0.115, 0.534, -0.522, -1.475, 0.322, -1.431, 0.586, -0.375, 0.077, 0.349, 0.370, 0.303, 0.201, 0.369, 0.223, 0.210, 0.257, 0.233, 0.319, 0.273, 0.554, -0.412, 0.358, 0.218, 0.197, 0.374, 0.349, 0.393, 0.245, 0.135, 0.365, 0.376, 0.387, 0.399, 0.531, 0.292, 0.303, 0.359, 0.199, 0.707, 0.300, 0.361, 0.386, 0.622, 0.304, 0.570, 0.299